Entry 1:
The following is a DFT calculation (ωB97M-V with the def2-TZVPD basis set) of a cluster of 2 separate species, CH2O5P2 in total at a distorted geometry.

- Lowest unoccupied orbital energy: 6.73 eV
- Frontier orbital gap: 6.438 eV
- Charge: -2

```
10
CH2O5P2, DFT ωB97M-V with the def2-TZVPD basis set
C -0.760 0.127 1.158
O -3.488 -1.721 1.123
O -2.501 -1.685 3.469
O -1.195 0.949 0.271
O -1.433 -3.142 1.676
O 1.059 0.548 -0.614
P 1.090 -0.209 0.797
P -2.339 -2.009 2.039
H 0.047 0.846 -0.487
H 1.055 -1.644 0.268
```



Entry 2:
The following is a DFT calculation (ωB97M-V with the def2-TZVPD basis set) of a cluster of 3 separate species, C19H28N7O in total at a distorted geometry.

- Lowest unoccupied orbital energy: -2.99 eV
- Frontier orbital gap: 8.489 eV
- Charge: +1

```
55
C19H28N7O, DFT ωB97M-V with the def2-TZVPD basis set
N -1.459 3.132 -7.504
C -1.400 2.235 -6.517
N -2.272 1.133 -6.459
C -1.870 0.501 -5.299
N -0.829 1.186 -4.748
N -0.515 2.287 -5.457
C 0.550 3.243 -5.088
C -0.078 4.610 -4.622
C -0.864 4.534 -3.275
O -0.577 5.332 -2.416
N -1.955 3.592 -3.007
C -1.709 2.761 -1.847
C -2.713 2.522 -0.796
C -2.393 1.626 0.325
C -1.089 0.948 0.447
C -0.072 1.213 -0.564
C -0.413 2.103 -1.668
H -0.726 3.836 -7.549
H -2.214 3.082 -8.187
H -2.242 -0.411 -4.790
H -0.398 0.828 -3.895
H 1.223 2.788 -4.310
H 1.163 3.448 -6.004
H -0.754 5.030 -5.422
H 0.751 5.350 -4.486
H -2.771 4.165 -2.749
H -3.729 2.977 -0.831
H -3.129 1.415 1.139
H -0.854 0.246 1.277
H 0.940 0.733 -0.537
H 0.368 2.273 -2.452
C 3.289 0.115 3.449
C 3.536 -1.283 2.895
C 2.452 -1.741 1.917
C 1.151 -1.910 2.568
N 0.133 -2.042 3.083
H 2.374 0.154 4.043
H 4.116 0.415 4.095
H 3.208 0.848 2.643
H 3.619 -1.991 3.724
H 4.498 -1.288 2.375
H 2.751 -2.696 1.476
H 2.364 -1.027 1.094
C -0.506 -4.479 5.272
C 0.009 -5.900 5.475
C -0.206 -6.420 6.898
C 0.582 -5.679 7.885
N 1.197 -5.094 8.659
H 0.038 -3.764 5.893
H -0.379 -4.179 4.233
H -1.568 -4.409 5.517
H 1.071 -5.939 5.217
H -0.513 -6.563 4.780
H 0.080 -7.474 6.939
H -1.267 -6.371 7.159
```



Entry 3:
The following is a DFT calculation (ωB97M-V with the def2-TZVPD basis set) of a cluster of 2 separate species, C3NO2S in total at a distorted geometry.

- Lowest unoccupied orbital energy (spin up / spin down): 3.55 / 3.56 eV
- Frontier orbital gap (spin up / spin down): 6.076 / 6.065 eV
- Charge: -1

```
7
C3NO2S, DFT ωB97M-V with the def2-TZVPD basis set
C 1.054 1.141 0.090
C 0.404 0.353 0.896
C -1.037 -1.073 -0.827
N 1.748 1.583 -0.754
O -1.871 -0.325 -1.026
O -0.219 -1.855 -0.848
S -0.080 0.175 2.469
```



Entry 4:
The following is a DFT calculation (ωB97M-V with the def2-TZVPD basis set) of the ion C5H13N2 with charge +1 at a distorted geometry.

- Lowest unoccupied orbital energy: -6.93 eV
- Frontier orbital gap: 6.345 eV
- Charge: +1

```
20
C5H13N2, DFT ωB97M-V with the def2-TZVPD basis set
C -2.048 -0.125 0.578
C -0.841 -0.936 0.021
C 0.169 0.011 -0.680
C 0.283 1.244 0.032
C 2.557 -0.433 0.113
N 1.426 -0.676 -0.780
N -2.154 1.272 0.284
H -2.978 -0.628 0.280
H -1.932 -0.191 1.676
H -1.075 -1.735 -0.707
H -0.329 -1.561 0.771
H 0.680 1.264 1.034
H 0.438 2.123 -0.598
H 3.048 0.480 -0.221
H 2.316 -0.641 1.166
H 3.282 -1.205 -0.129
H 1.271 -1.653 -1.027
H -2.685 1.485 -0.555
H -1.170 1.684 0.404
H -0.257 0.221 -1.662
```



Entry 5:
The following is a DFT calculation (ωB97M-V with the def2-TZVPD basis set) of a structure of composition C49H40F3IN6O7RuS2Sb at a distorted geometry.

- Lowest unoccupied orbital energy (spin up / spin down): -0.54 / -2.03 eV
- Frontier orbital gap (spin up / spin down): 7.796 / 6.393 eV
- Multiplicity: 6

```
110
C49H40F3IN6O7RuS2Sb, DFT ωB97M-V with the def2-TZVPD basis set
Ru -1.042 0.649 -0.539
C -4.607 3.387 -1.778
C -4.106 3.643 -0.371
N -4.812 4.376 0.450
C -4.282 4.664 1.665
C -3.078 4.247 2.154
C -2.568 4.717 3.473
O -2.727 3.699 4.468
C -2.360 3.340 1.308
C -1.213 2.664 1.936
N -0.530 1.727 1.432
C 0.538 1.333 2.244
C 0.424 0.773 3.474
C 1.566 0.558 4.188
C 2.821 0.898 3.754
C 2.964 1.417 2.454
C 1.818 1.643 1.738
I 2.035 2.476 -0.136
C -2.834 3.051 0.022
O -2.097 2.326 -0.850
H -5.751 3.561 -1.729
H -4.386 2.400 -2.100
H -4.237 4.148 -2.565
H -4.914 5.383 2.217
H -3.123 5.600 3.842
H -1.472 4.964 3.468
H -3.495 3.186 4.220
H -0.924 3.159 2.885
H -0.600 0.541 3.741
H 1.449 0.157 5.207
H 3.722 0.815 4.411
H 3.978 1.747 2.090
N 3.900 -1.163 -7.590
C 3.103 -0.446 -6.672
C 1.765 -0.115 -7.073
C 0.850 0.497 -6.217
C 1.291 0.775 -4.929
C 2.572 0.475 -4.537
C 3.543 -0.067 -5.444
S 0.251 1.744 -3.848
O 1.054 2.754 -3.142
O -0.735 2.203 -4.724
N -0.386 0.700 -2.737
C -1.278 -0.269 -3.067
N -1.743 -0.528 -4.259
C -2.731 -1.381 -4.378
C -3.345 -1.955 -3.279
C -2.757 -1.679 -2.014
N -1.687 -0.953 -1.944
H 3.539 -1.276 -8.550
H 4.935 -1.041 -7.409
H 1.487 -0.329 -8.124
H -0.057 0.921 -6.559
H 2.779 0.928 -3.539
H 4.614 -0.213 -5.164
H -3.114 -1.454 -5.368
H -4.238 -2.477 -3.355
H -3.192 -2.034 -1.128
C -4.449 1.557 6.784
C -4.249 0.988 5.374
C -4.739 1.498 4.144
C -4.277 1.006 2.893
C -3.371 -0.034 2.902
C -2.890 -0.534 4.098
C -3.327 -0.046 5.314
S -2.960 -0.862 1.362
O -3.664 -0.011 0.371
O -3.393 -2.220 1.530
O -1.469 -0.763 1.209
H -4.911 0.828 7.456
H -5.066 2.490 6.857
H -3.508 1.753 7.220
H -5.469 2.314 4.220
H -4.721 1.315 1.919
H -2.128 -1.351 4.091
H -2.947 -0.513 6.199
F 7.655 -0.090 0.974
C 6.375 -0.365 0.697
C 5.749 0.044 -0.485
C 4.383 -0.276 -0.735
C 3.640 -1.083 0.132
C 4.301 -1.436 1.314
C 5.647 -1.144 1.641
Sb 1.623 -1.552 -0.314
C 1.311 -3.003 1.191
C 1.002 -2.466 2.416
C 0.604 -3.244 3.500
C 0.576 -4.602 3.268
F 0.269 -5.477 4.282
C 0.974 -5.178 2.070
C 1.352 -4.412 0.985
C 2.144 -2.688 -2.054
C 3.419 -3.317 -1.994
C 4.048 -3.847 -3.124
C 3.312 -3.737 -4.320
F 3.893 -4.234 -5.428
C 2.077 -3.089 -4.394
C 1.456 -2.573 -3.278
H 6.322 0.637 -1.218
H 3.979 0.028 -1.690
H 3.801 -2.019 2.039
H 6.036 -1.239 2.698
H 1.051 -1.392 2.624
H 0.268 -2.847 4.428
H 1.062 -6.238 2.010
H 1.576 -4.814 -0.030
H 3.788 -3.488 -0.932
H 5.065 -4.181 -3.168
H 1.674 -2.965 -5.364
H 0.524 -1.996 -3.405
```



Entry 6:
The following is a DFT calculation (ωB97M-V with the def2-TZVPD basis set) of the molecule C3H6NOP at a distorted geometry.

- Lowest unoccupied orbital energy: -0.53 eV
- Frontier orbital gap: 8.381 eV
- Structure (SMILES): C[C@@H]1CN1P=O

```
12
C3H6NOP, DFT ωB97M-V with the def2-TZVPD basis set
C 1.448 -0.327 0.148
C 0.225 -0.218 -0.738
C -1.059 -0.875 -0.264
N 0.729 0.910 0.000
O -1.485 2.403 0.918
P -0.116 2.148 1.322
H 1.322 -0.791 1.054
H 2.418 -0.145 -0.212
H 0.306 -0.114 -1.853
H -0.889 -1.048 0.812
H -1.133 -1.783 -0.836
H -1.768 -0.160 -0.350
```



no.,energy (a.u.)
1,-1098.244600
2,-1199.013889
3,-717.746347
4,-307.411108
5,-4475.110162
6,-589.193599